The following is a quantum chemistry calculation of a structure of composition C42H42CuO2P2 at a distorted geometry, from the Open Molecules 2025 dataset.

ΔE to the lowest compared entry with this formula, charge and spin in kcal per mole: 0.0
Gap between HOMO and LUMO (alpha / beta) in eV: 5.30 / 7.58
HOMO level (alpha / beta) in eV: -5.24 / -7.50
E_tot in eV: -111544.0353

```
! RIJCOSX wB97M-V def2-TZVPD def2/J DEFGRID3
* xyz 0 2
Cu -0.643 0.720 1.268
C -1.704 0.949 -3.671
C -1.749 -0.376 -3.485
C -1.013 -1.340 -4.366
C 0.458 -0.994 -4.730
C 1.252 -0.135 -3.788
C 1.218 1.201 -3.777
C 0.411 1.990 -4.752
C -1.084 1.594 -4.870
C 1.895 0.231 2.237
H -2.205 1.651 -3.004
H -2.472 -0.821 -2.790
H -1.554 -1.443 -5.321
H -1.032 -2.332 -3.904
H 0.993 -1.954 -4.787
H 0.463 -0.557 -5.739
H 1.982 -0.685 -3.190
H 1.918 1.798 -3.198
H 0.844 1.896 -5.762
H 0.469 3.050 -4.475
H -1.642 2.527 -5.053
H -1.195 0.949 -5.754
H 1.301 1.117 2.504
H 2.846 0.299 2.782
H 1.344 -0.657 2.556
P -1.422 -0.566 -0.193
P 2.265 0.107 0.483
C 0.049 -1.004 -1.093
C 1.371 -0.853 -0.741
C -2.378 -2.068 0.088
C -2.666 -2.964 -0.961
C -3.410 -4.115 -0.701
C -3.798 -4.424 0.610
C -3.464 -3.565 1.666
C -2.776 -2.382 1.406
C -2.594 0.766 -0.675
C -2.125 2.109 -0.744
C -3.041 3.155 -0.855
C -4.411 2.890 -0.919
C -4.873 1.570 -0.881
C -3.978 0.506 -0.754
C 3.773 -0.904 0.535
C 3.583 -2.227 0.954
C 4.668 -3.097 1.006
C 5.935 -2.646 0.645
C 6.124 -1.324 0.231
C 5.043 -0.436 0.185
C 2.763 1.774 -0.004
C 2.636 2.904 0.820
C 2.969 4.165 0.320
C 3.334 4.318 -1.015
C 3.429 3.199 -1.846
C 3.237 1.920 -1.315
H -0.163 -1.634 -1.971
H 2.050 -1.560 -1.249
H -2.291 -2.769 -1.968
H -3.669 -4.780 -1.527
H -4.346 -5.345 0.810
H -3.727 -3.816 2.693
H -2.501 -1.717 2.225
H -1.048 2.315 -0.739
H -2.671 4.179 -0.894
H -5.117 3.716 -1.016
H -5.943 1.366 -0.948
H -4.352 -0.519 -0.702
H 2.580 -2.569 1.225
H 4.498 -4.131 1.305
H 6.772 -3.343 0.645
H 7.106 -0.984 -0.089
H 5.185 0.601 -0.125
H 2.270 2.800 1.842
H 2.922 5.033 0.977
H 3.541 5.310 -1.424
H 3.639 3.305 -2.907
H 3.392 1.029 -1.928
O -0.500 -1.266 3.210
C -0.888 -0.198 3.740
O -1.060 0.941 3.128
C -1.175 -0.181 5.207
C -1.790 0.956 5.738
C -2.118 1.001 7.092
C -1.817 -0.090 7.919
C -1.182 -1.229 7.391
C -0.871 -1.283 6.028
H -2.013 1.787 5.059
H -2.610 1.891 7.474
H -2.095 -0.058 8.972
H -0.941 -2.073 8.042
H -0.407 -2.162 5.578
*
```